No. 1
One molecule with the formula C3H6INO in a non-equilibrium geometry. Source: OMol25; level of theory: ωB97M-V/def2-TZVPD.

Calculated values
Gap between HOMO and LUMO (spin up / spin down) = 8.436 / 9.360 eV
Energy relative to the best compared isomer or geometry (same formula, charge and spin) = 17.0 kcal/mol
LUMO energy (spin up / spin down) = 0.6412 / -0.3127 eV

Structure (ORCA input):
```
! wB97M-V def2-TZVPD RIJCOSX def2/J DEFGRID3
* xyz 0 3
C -0.3011 0.9605 0.0754
C 0.2210 -0.1238 -0.8734
C -1.4460 0.5005 0.8670
N 0.1856 -2.1278 0.2856
O 0.9099 -1.0284 -0.0467
I -3.1754 -0.1192 -0.0674
H 0.5007 1.2846 0.6142
H -0.6769 1.7818 -0.4644
H -0.6116 -0.6590 -1.2941
H 0.9758 0.3150 -1.4177
H -1.2900 0.0326 1.8707
H 0.9094 -2.6252 0.7524
*
```

No. 2
One molecule with the formula C3H6INO3 in a non-equilibrium geometry. Source: OMol25; level of theory: ωB97M-V/def2-TZVPD.

Calculated values
SMILES = N[C@H](C(=O)O)[C@H](O)I
Gap between HOMO and LUMO = 9.937 eV
Energy relative to the best compared isomer or geometry (same formula, charge and spin) = 28.4 kcal/mol
LUMO energy = 0.3908 eV

Structure (ORCA input):
```
! wB97M-V def2-TZVPD RIJCOSX def2/J DEFGRID3
* xyz 0 1
N 0.6695 -1.3683 -0.6320
C 0.5567 -0.0354 -0.0598
C 0.3335 -0.0561 1.5739
O -0.2844 0.8477 2.1011
O 0.6287 -1.2273 2.2577
C -0.5167 1.0447 -0.6873
O -1.7080 0.4976 -1.0593
I 0.2258 1.9471 -2.5755
H 0.7751 -1.1977 -1.6853
H -0.1955 -1.8444 -0.4398
H 1.5044 0.5520 -0.0563
H 1.1389 -1.9675 1.8519
H -0.6615 1.8977 0.0761
H -2.4666 0.9101 -0.6653
*
```

No. 3
An isolated ion of composition C3H6INO4PS and charge -1 in a non-equilibrium geometry. Source: OMol25; level of theory: ωB97M-V/def2-TZVPD.

Calculated values
Gap between HOMO and LUMO = 7.134 eV
Energy relative to the best compared isomer or geometry (same formula, charge and spin) = 23.1 kcal/mol
LUMO energy = 2.9128 eV

Structure (ORCA input):
```
! wB97M-V def2-TZVPD RIJCOSX def2/J DEFGRID3
* xyz -1 1
C 1.5501 0.8836 0.2128
C 1.7870 -1.4401 -0.0024
C 0.9363 2.1331 -0.3538
N -4.3230 -0.9275 1.1403
O -0.6796 -0.1884 1.1353
O 2.1764 0.8655 1.2535
O -0.9866 -1.5128 -1.0762
O 1.4853 -0.1380 -0.6488
P -1.1759 -0.2796 -0.2400
S -0.5235 1.5942 -1.2314
I -3.7009 0.1378 -0.3906
H 0.8885 -1.9830 -0.1365
H 2.0994 -1.1256 1.0152
H 2.5795 -1.8180 -0.5865
H 1.4657 2.6773 -1.2915
H 0.7224 2.9981 0.3706
H -4.3012 -1.8764 0.8302
*
```

No. 4
C3H6INOS as an isolated structure in a non-equilibrium geometry. Source: OMol25; level of theory: ωB97M-V/def2-TZVPD.

Calculated values
Gap between HOMO and LUMO = 8.578 eV
Energy relative to the best compared isomer or geometry (same formula, charge and spin) = 108.7 kcal/mol
LUMO energy = -0.2593 eV

Structure (ORCA input):
```
! wB97M-V def2-TZVPD RIJCOSX def2/J DEFGRID3
* xyz 0 1
C 0.0337 1.1754 0.5479
C 0.7610 -0.8721 -0.7431
C -0.3375 -0.2970 0.3084
N 1.3706 1.2978 -0.8723
O 1.0483 0.2106 -1.5659
S -1.9495 -0.3162 -0.5562
I 3.2108 1.4352 0.1397
H -0.7696 1.9536 0.2417
H 0.4455 1.3526 1.5550
H 1.5118 -1.1891 -0.0974
H 0.1761 -1.6000 -1.2304
H -0.1348 -0.8232 1.2929
H -1.6435 0.3283 -1.7012
*
```

No. 5
A 2-piece molecular cluster, C3H6IO2P overall in a non-equilibrium geometry. Source: OMol25; level of theory: ωB97M-V/def2-TZVPD.

Calculated values
Gap between HOMO and LUMO = 9.369 eV
Energy relative to the best compared isomer or geometry (same formula, charge and spin) = 0.0 kcal/mol
LUMO energy = 0.4088 eV

Structure (ORCA input):
```
! wB97M-V def2-TZVPD RIJCOSX def2/J DEFGRID3
* xyz 0 1
C 1.8613 -2.8526 -0.7390
C 0.8126 1.0414 -1.4740
C -1.2629 0.4167 1.7327
O 2.1774 -2.6455 0.3206
O 0.2221 0.8352 -0.1780
P -1.4243 0.5827 -0.0140
I -1.5562 -1.7647 -0.6500
H 1.1561 0.0789 -1.9470
H 1.7213 1.7539 -1.3846
H 0.1383 1.4991 -2.0746
H -1.0613 1.3395 2.2281
H -0.5212 -0.3679 1.9223
H -2.2632 0.0834 2.2576
*
```

No. 6
C3H6LiO5Tm as an isolated structure in a non-equilibrium geometry. Source: OMol25; level of theory: ωB97M-V/def2-TZVPD.

Calculated values
Gap between HOMO and LUMO (spin up / spin down) = 6.418 / 6.514 eV
LUMO energy (spin up / spin down) = -1.2984 / -1.6458 eV

Structure (ORCA input):
```
! wB97M-V def2-TZVPD RIJCOSX def2/J DEFGRID3
* xyz 0 3
H -2.5365 1.2680 1.0833
C -2.1361 0.2330 1.1287
C -0.7123 0.2498 0.5865
O 0.2711 0.7525 1.4580
Tm -2.5847 -1.9457 -1.3461
O -2.9162 -0.6541 0.4031
H -2.0779 -0.0381 2.2042
H -0.7026 0.8362 -0.3549
H -0.4516 -0.8041 0.3631
C 2.3867 -0.0732 -0.8318
O 1.8865 -0.4975 -1.9128
O 2.9615 1.1669 -0.8719
H 2.2745 1.8108 -1.0785
Li 0.6015 -1.6412 -2.4694
O 2.6623 -0.7588 0.1834
H 1.0738 0.0956 1.4552
*
```

No. 7
An isolated ion of composition C3H6N and charge +1 in a non-equilibrium geometry. Source: OMol25; level of theory: ωB97M-V/def2-TZVPD.

Calculated values
SMILES = C=C[NH+]=C
Gap between HOMO and LUMO = 9.250 eV
Energy relative to the best compared isomer or geometry (same formula, charge and spin) = 35.3 kcal/mol
LUMO energy = -6.0336 eV

Structure (ORCA input):
```
! wB97M-V def2-TZVPD RIJCOSX def2/J DEFGRID3
* xyz 1 1
C -0.5016 -1.2477 -0.8672
C 0.6072 -0.7066 -0.2439
N 0.4929 0.6026 0.4810
C -0.5466 1.2886 0.5676
H -1.5617 -0.8758 -0.7791
H -0.4295 -2.3346 -0.9141
H 1.6033 -1.1573 -0.2876
H 1.4905 0.8697 0.9561
H -0.7686 2.1234 1.2822
H -1.1384 1.1507 -0.3637
*
```

No. 8
An isolated ion of composition C3H6N and charge +1 in a non-equilibrium geometry. Source: OMol25; level of theory: ωB97M-V/def2-TZVPD.

Calculated values
SMILES = C[NH+]1C=C1
Gap between HOMO and LUMO = 12.034 eV
Energy relative to the best compared isomer or geometry (same formula, charge and spin) = 63.9 kcal/mol
LUMO energy = -4.4510 eV

Structure (ORCA input):
```
! wB97M-V def2-TZVPD RIJCOSX def2/J DEFGRID3
* xyz 1 1
C 0.9979 -0.0409 -0.1593
N -0.2958 0.0559 0.4913
C -1.4437 -0.6673 -0.0892
C -1.4963 0.6386 -0.1200
H 1.0704 0.2128 -1.2209
H 1.6399 0.9235 0.1875
H 1.3184 -0.9957 0.2304
H -0.2542 -0.1696 1.5607
H -1.7621 -1.6519 -0.4118
H -1.6977 1.7640 -0.2192
*
```

No. 9
One molecule with the formula C3H6N2 in a non-equilibrium geometry. Source: OMol25; level of theory: ωB97M-V/def2-TZVPD.

Calculated values
SMILES = C=NN1CC1
Gap between HOMO and LUMO = 10.758 eV
Energy relative to the best compared isomer or geometry (same formula, charge and spin) = 106.3 kcal/mol
LUMO energy = 1.0033 eV

Structure (ORCA input):
```
! wB97M-V def2-TZVPD RIJCOSX def2/J DEFGRID3
* xyz 0 1
C 1.3556 0.9349 -0.3476
N 0.6192 0.5175 -1.3337
N -0.5883 -0.5389 -1.0586
C -0.2850 -1.0260 0.4744
C -1.2780 -0.0038 0.0967
H 2.1124 1.5949 -0.5598
H 1.4246 0.5231 0.6710
H -0.6519 -2.0293 0.4631
H 0.6856 -0.7761 0.9565
H -2.4592 -0.1741 0.2162
H -0.9351 0.9779 0.4218
*
```

No. 10
A 2-piece molecular cluster, C3H6N2 overall in a non-equilibrium geometry. Source: OMol25; level of theory: ωB97M-V/def2-TZVPD.

Calculated values
SMILES = C=NN.C#C
Gap between HOMO and LUMO = 10.533 eV
Energy relative to the best compared isomer or geometry (same formula, charge and spin) = 91.6 kcal/mol
LUMO energy = 1.1985 eV

Structure (ORCA input):
```
! wB97M-V def2-TZVPD RIJCOSX def2/J DEFGRID3
* xyz 0 1
C -0.8570 0.7766 0.0791
N -1.4822 -0.2441 -0.3307
N -2.7878 -0.3989 0.0232
H 0.1331 1.0723 -0.1962
H -1.3762 1.4589 0.7884
H -3.0244 0.0384 0.9299
H -2.9873 -1.3871 0.0634
C 2.6732 0.3659 -0.1388
C 3.3675 -0.5623 0.1437
H 2.0834 1.2535 -0.3289
H 3.9589 -1.4161 0.3914
*
```

No. 11
One molecule with the formula C3H6N2 in a non-equilibrium geometry. Source: OMol25; level of theory: ωB97M-V/def2-TZVPD.

Calculated values
SMILES = CNCC#N
Gap between HOMO and LUMO = 10.361 eV
Energy relative to the best compared isomer or geometry (same formula, charge and spin) = 48.6 kcal/mol
LUMO energy = 0.9153 eV

Structure (ORCA input):
```
! wB97M-V def2-TZVPD RIJCOSX def2/J DEFGRID3
* xyz 0 1
C -1.4241 -0.5896 0.0600
N -0.3782 0.1857 0.6898
C 0.6854 0.8260 -0.3767
C 1.8700 0.2318 -0.0072
N 2.7295 -0.3752 0.4061
H -1.0030 -1.2702 -0.5830
H -2.0135 -1.2114 0.6924
H -2.0140 0.0465 -0.6365
H 0.2839 -0.3044 1.3109
H 0.6604 1.8103 -0.1385
H 0.6036 0.6504 -1.4173
*
```

No. 12
One molecule with the formula C3H6N2 in a non-equilibrium geometry. Source: OMol25; level of theory: ωB97M-V/def2-TZVPD.

Calculated values
SMILES = CNCC#N
Gap between HOMO and LUMO = 10.737 eV
Energy relative to the best compared isomer or geometry (same formula, charge and spin) = 18.0 kcal/mol
LUMO energy = 0.9332 eV

Structure (ORCA input):
```
! wB97M-V def2-TZVPD RIJCOSX def2/J DEFGRID3
* xyz 0 1
C 1.2862 -0.4800 -0.2054
N 0.4884 0.3387 0.6971
C -0.7253 0.8312 0.0817
C -1.7289 -0.2242 -0.2093
N -2.4847 -1.0806 -0.3926
H 0.7112 -1.2689 -0.7164
H 2.0926 -0.9547 0.3581
H 1.7429 0.1620 -0.9679
H 0.2589 -0.1877 1.5345
H -1.1959 1.5828 0.7233
H -0.4702 1.3258 -0.8624
*
```

No. 13
A 2-piece molecular cluster, C3H6N2 overall in a non-equilibrium geometry. Source: OMol25; level of theory: ωB97M-V/def2-TZVPD.

Calculated values
Gap between HOMO and LUMO = 8.386 eV
Energy relative to the best compared isomer or geometry (same formula, charge and spin) = 160.6 kcal/mol
LUMO energy = -0.4474 eV

Structure (ORCA input):
```
! wB97M-V def2-TZVPD RIJCOSX def2/J DEFGRID3
* xyz 0 1
C 0.9253 -1.5771 0.3278
C -0.0336 -0.9120 -0.6818
C -0.9553 2.1976 0.3404
H 1.5578 -0.6637 0.8044
H 1.6989 -2.2133 -0.2986
H 0.3485 -2.1771 1.1620
H -0.6392 -1.5686 -1.4472
H -0.6283 3.1078 0.8507
H -2.3788 2.0952 0.0632
N -0.2770 0.3554 -0.9543
N 0.3817 1.3557 -0.1666
*
```

No. 14
One molecule with the formula C3H6N2 in a non-equilibrium geometry. Source: OMol25; level of theory: ωB97M-V/def2-TZVPD.

Calculated values
SMILES = C=NCN=C
Gap between HOMO and LUMO = 10.328 eV
Energy relative to the best compared isomer or geometry (same formula, charge and spin) = 58.4 kcal/mol
LUMO energy = 1.1328 eV

Structure (ORCA input):
```
! wB97M-V def2-TZVPD RIJCOSX def2/J DEFGRID3
* xyz 0 1
C 2.2330 0.2276 0.3532
N 1.0655 0.5438 -0.0219
C 0.0350 -0.3585 -0.2541
N -1.1430 0.1276 0.4122
C -2.2847 0.3148 -0.0455
H 3.0523 0.8401 0.6280
H 2.3792 -0.8927 0.6079
H -0.0962 -0.2648 -1.3036
H 0.3363 -1.4069 -0.0007
H -2.9960 0.5285 0.7500
H -2.5816 0.3404 -1.1254
*
```

No. 15
One molecule with the formula C3H6N2. Source: OMol25; level of theory: ωB97M-V/def2-TZVPD.

Calculated values
SMILES = [H]/N=C(\N)C=C
Gap between HOMO and LUMO = 10.069 eV
Energy relative to the best compared isomer or geometry (same formula, charge and spin) = 16.7 kcal/mol
LUMO energy = 1.0067 eV

Structure (ORCA input):
```
! wB97M-V def2-TZVPD RIJCOSX def2/J DEFGRID3
* xyz 0 1
H 1.4736 1.8866 -0.0188
N 0.5312 1.5003 -0.0102
C 0.5259 0.2246 -0.0195
N 1.6337 -0.5927 0.0079
C -0.7634 -0.5084 -0.0228
C -1.9374 0.1179 0.0106
H 1.5642 -1.5988 0.0207
H 2.5602 -0.2012 0.0293
H -0.7350 -1.6011 -0.0472
H -2.8675 -0.4343 -0.0037
H -1.9854 1.2071 0.0538
*
```

No. 16
One molecule with the formula C3H6N2O in a non-equilibrium geometry. Source: OMol25; level of theory: ωB97M-V/def2-TZVPD.

Calculated values
SMILES = NC(=O)[C@H]1CN1
Gap between HOMO and LUMO = 10.384 eV
Energy relative to the best compared isomer or geometry (same formula, charge and spin) = 60.8 kcal/mol
LUMO energy = 0.9054 eV

Structure (ORCA input):
```
! wB97M-V def2-TZVPD RIJCOSX def2/J DEFGRID3
* xyz 0 1
N 1.7910 0.2349 -0.4435
C 0.8680 0.6301 0.4922
O 1.1260 0.7779 1.6743
C -0.5804 0.6410 0.1260
C -1.2416 -0.3855 -0.7216
N -0.6287 -0.7922 0.5065
H 2.5038 -0.3419 -0.0176
H 1.4275 -0.1558 -1.3014
H -1.2327 1.3336 0.6630
H -0.7370 -0.7577 -1.6152
H -2.3256 -0.3452 -0.8162
H -0.9704 -0.8393 1.4533
*
```

No. 17
A 2-piece molecular cluster, C3H6N2O overall in a non-equilibrium geometry. Source: OMol25; level of theory: ωB97M-V/def2-TZVPD.

Calculated values
SMILES = N#[N+][O-].C=CC
Gap between HOMO and LUMO = 10.737 eV
Energy relative to the best compared isomer or geometry (same formula, charge and spin) = 106.1 kcal/mol
LUMO energy = 1.1586 eV

Structure (ORCA input):
```
! wB97M-V def2-TZVPD RIJCOSX def2/J DEFGRID3
* xyz 0 1
N -0.6915 -0.9659 1.2895
N -0.7309 -0.2864 2.1497
O -0.8461 0.5163 2.9475
C -0.5003 1.2697 -0.7232
C 0.3072 0.3556 -0.2368
C 0.7839 -0.9097 -0.9314
H -0.6918 2.1462 -0.0781
H -1.1726 1.0171 -1.5698
H 0.9571 0.7160 0.6736
H -0.0329 -1.2592 -1.7311
H 0.8751 -1.7808 -0.2023
H 1.7429 -0.8190 -1.5876
*
```

No. 18
A 2-piece molecular cluster, C3H6N2O overall in a non-equilibrium geometry. Source: OMol25; level of theory: ωB97M-V/def2-TZVPD.

Calculated values
SMILES = c1c[nH]cn1.O
Gap between HOMO and LUMO = 9.505 eV
Energy relative to the best compared isomer or geometry (same formula, charge and spin) = 30.4 kcal/mol
LUMO energy = 0.5663 eV

Structure (ORCA input):
```
! wB97M-V def2-TZVPD RIJCOSX def2/J DEFGRID3
* xyz 0 1
C -0.6350 -1.1927 -0.3920
C -0.9723 0.1137 -0.0776
N -1.1864 0.6584 -1.3156
C -1.0633 -0.2921 -2.2887
N -0.8631 -1.4815 -1.7109
H -0.3427 -1.8906 0.4028
H -1.1304 0.7086 0.8371
H -1.4775 1.6104 -1.4768
H -1.3098 -0.2774 -3.3508
O 3.2813 0.4919 3.3364
H 3.1478 0.5188 2.3837
H 2.5514 1.0326 3.6525
*
```

No. 19
One molecule with the formula C3H6N2O. Source: OMol25; level of theory: ωB97M-V/def2-TZVPD.

Calculated values
SMILES = NC(=O)[C@H]1CN1
Gap between HOMO and LUMO = 10.671 eV
Energy relative to the best compared isomer or geometry (same formula, charge and spin) = 31.8 kcal/mol
LUMO energy = 0.9292 eV

Structure (ORCA input):
```
! wB97M-V def2-TZVPD RIJCOSX def2/J DEFGRID3
* xyz 0 1
N 1.9229 0.1280 0.6581
C 0.8422 0.7535 0.1089
O 0.9031 1.8337 -0.4459
C -0.4492 0.0008 0.3310
C -1.5009 0.0624 -0.6919
N -0.6692 -1.1397 -0.5622
H 2.8255 0.5362 0.4695
H 1.8852 -0.8701 0.7771
H -0.7274 -0.1045 1.3784
H -1.3142 0.6563 -1.5828
H -2.5361 0.0153 -0.3646
H -1.1817 -1.8717 -0.0755
*
```

No. 20
One molecule with the formula C3H6N2O. Source: OMol25; level of theory: ωB97M-V/def2-TZVPD.

Calculated values
SMILES = N[C@@]1([O-])[C@H]2C[N@H+]21
Gap between HOMO and LUMO = 9.966 eV
Energy relative to the best compared isomer or geometry (same formula, charge and spin) = 111.7 kcal/mol
LUMO energy = 0.9125 eV

Structure (ORCA input):
```
! wB97M-V def2-TZVPD RIJCOSX def2/J DEFGRID3
* xyz 0 1
N -0.2620 0.4697 -1.7446
C -0.1913 -0.4668 -0.7372
O -0.8718 -1.5776 -0.8067
C 0.8114 -0.4418 0.3397
C 0.5162 0.6604 1.2827
N -0.5879 -0.1669 0.8681
H -1.1949 0.5559 -2.1264
H 0.1780 1.3582 -1.5452
H 1.2943 -1.3533 0.6848
H 0.4749 1.7005 0.9552
H 0.8954 0.5171 2.2926
H -1.0623 -1.2554 0.5369
*
```